This record from OMol25 describes a single C3H3IS molecule in a non-equilibrium geometry. The level of theory is ωB97M-V with the def2-TZVPD basis set.

As for the HOMO-LUMO gap: 9.08 eV. Its energy above the lowest of the compared OMol25 structures with the same formula, charge and spin is 41.6 kJ/mol. The LUMO energy comes out at -0.013 hartree. The SMILES is C#C[C@@H](S)I. For the HOMO energy, the calculation gives -9.42 eV. For the electronic energy, the calculation gives -22092.5206 eV.

ORCA input file:
```
! RIJCOSX wB97M-V def2-TZVPD def2/J DEFGRID3
* xyz 0 1
C 1.106 -1.046 -0.477
C 0.027 -0.546 -0.338
C -1.193 0.142 -0.324
S -1.070 1.469 1.063
I -1.898 1.028 -2.192
H 2.124 -1.124 -0.302
H -2.075 -0.540 0.003
H -0.625 2.299 0.270
*
```